Formula: C40H32Cl2F6FeN4O8S2
Source: the Open Molecules 2025 dataset
Level of theory: ωB97M-V/def2-TZVPD

Results
Net charge = -2
Frontier orbital gap (spin up / spin down) = 0.266 / 0.243 hartree
HOMO (spin up / spin down) = -2.929 / -2.304 eV
Multiplicity = 5

Each line ends with the Mulliken spin population.
Positions of all 95 atoms, in Å:
1 Fe -0.089 0.700 0.066  3.71
2 O -0.496 -0.495 -1.385  0.11
3 C -1.560 -1.345 -1.514  -0.06
4 C -2.071 -1.792 -0.103  0.05
5 C -0.934 -2.365 0.687  -0.01
6 C -0.814 -3.736 0.889  0.00
7 C 0.313 -4.221 1.527  0.00
8 C 1.289 -3.329 1.930  0.00
9 C 1.104 -1.964 1.708  -0.01
10 C 2.160 -0.979 2.103  0.03
11 C 2.821 -0.254 0.875  0.00
12 O 1.943 0.535 0.219  0.08
13 C 3.428 -1.307 -0.074  -0.01
14 C 4.132 -2.432 0.354  0.00
15 C 4.640 -3.351 -0.555  0.00
16 C 4.451 -3.158 -1.917  0.00
17 C 3.750 -2.042 -2.354  0.00
18 C 3.243 -1.126 -1.442  0.00
19 C 3.935 0.636 1.488  0.01
20 C 3.521 1.847 2.046  0.00
21 C 4.427 2.711 2.636  0.00
22 C 5.781 2.389 2.672  0.00
23 C 6.208 1.202 2.100  0.00
24 C 5.291 0.332 1.513  0.00
25 N -0.003 -1.502 1.118  0.01
26 C -2.693 -0.712 -2.329  -0.02
27 C -2.324 -0.025 -3.485  0.00
28 C -3.278 0.551 -4.302  0.00
29 C -4.627 0.463 -3.973  0.00
30 C -5.003 -0.201 -2.819  0.00
31 C -4.040 -0.792 -2.004  0.01
32 C -1.098 -2.633 -2.232  -0.01
33 C -1.983 -3.528 -2.825  0.00
34 C -1.525 -4.714 -3.386  0.00
35 C -0.169 -5.021 -3.363  0.00
36 C 0.720 -4.129 -2.778  0.00
37 C 0.258 -2.945 -2.217  0.02
38 H -2.862 -2.539 -0.195  0.00
39 H -2.477 -0.918 0.411  -0.01
40 H -1.586 -4.399 0.517  0.00
41 H 0.440 -5.285 1.689  0.00
42 H 2.200 -3.669 2.406  0.00
43 H 2.911 -1.478 2.720  0.00
44 H 1.714 -0.186 2.705  0.00
45 H 4.290 -2.596 1.414  0.00
46 H 5.177 -4.224 -0.199  0.00
47 H 4.837 -3.878 -2.631  0.00
48 H 3.578 -1.889 -3.414  0.00
49 H 2.660 -0.266 -1.752  0.00
50 H 2.473 2.113 1.959  0.01
51 H 4.076 3.652 3.043  0.00
52 H 6.495 3.067 3.126  0.00
53 H 7.263 0.947 2.096  0.00
54 H 5.650 -0.582 1.054  0.00
55 H -1.267 0.086 -3.696  0.00
56 H -2.971 1.114 -5.176  0.00
57 H -5.372 0.950 -4.592  0.00
58 H -6.044 -0.237 -2.522  0.00
59 H -4.361 -1.264 -1.084  0.00
60 H -3.042 -3.292 -2.860  0.00
61 H -2.230 -5.396 -3.849  0.00
62 H 0.190 -5.945 -3.803  0.00
63 H 1.783 -4.347 -2.751  0.00
64 H 0.940 -2.238 -1.763  0.00
65 F -4.721 1.956 3.315  0.00
66 C -4.719 2.681 2.190  0.00
67 F -3.917 3.730 2.374  0.00
68 F -5.963 3.140 2.001  0.00
69 S -4.144 1.629 0.779  0.00
70 O -2.773 1.361 1.109  0.01
71 O -5.080 0.541 0.795  0.00
72 N -4.414 2.582 -0.435  0.00
73 S -3.300 3.125 -1.408  0.00
74 O -2.107 2.344 -1.449  0.01
75 O -3.925 3.571 -2.618  0.00
76 C -2.788 4.717 -0.627  0.00
77 F -2.012 5.409 -1.474  0.00
78 F -2.102 4.522 0.493  0.00
79 F -3.853 5.478 -0.334  0.00
80 Cl 2.944 5.065 -0.225  0.00
81 C 1.187 4.911 -0.013  0.00
82 Cl 0.767 5.354 1.673  0.00
83 C 0.721 3.487 -0.453  0.00
84 O 0.851 3.279 -1.647  0.00
85 O 0.263 2.746 0.463  0.04
86 H 0.718 5.647 -0.652  0.00
87 N -0.367 2.295 2.957  0.01
88 C -0.776 2.495 4.220  0.00
89 C -1.086 1.252 4.736  0.00
90 C -0.834 0.359 3.680  0.01
91 N -0.401 1.008 2.609  0.00
92 H -0.096 2.946 2.211  0.02
93 H -0.825 3.486 4.639  0.00
94 H -1.458 1.028 5.722  0.00
95 H -0.959 -0.713 3.639  0.00